Record 1
The following is a quantum chemistry calculation of C69H71AsMnN3OPS4 as an isolated structure in a non-equilibrium geometry, from the Open Molecules 2025 dataset.

The charge is 0. The orbital gap (alpha / beta) is 6.57 / 6.67 eV. Its spin multiplicity is 2. Its total energy is -224010.7116 eV. The largest force on an atom is 1.973 eV Å⁻¹.

Geometry as XYZ:
```
151
Properties=species:S:1:pos:R:3:forces:R:3
As 2.357 -1.451 -1.843 0.2 -0.1 -0.2
Mn 0.264 0.831 0.326 -1.0 0.3 0.0
S -0.786 -1.664 -2.120 0.5 0.0 -0.4
S 1.175 1.788 -1.769 0.3 0.2 1.1
S 0.557 -2.693 1.153 -0.5 -0.8 0.9
S -2.736 -1.097 -0.230 -1.0 0.7 0.4
P 2.460 1.614 1.363 0.2 0.6 0.5
O 0.204 -1.248 1.105 -0.1 0.7 0.1
N -1.858 0.217 -0.102 0.9 0.8 0.1
N -0.390 2.597 1.360 0.4 -1.6 -1.1
N -0.369 0.916 -3.742 0.1 0.9 -0.2
C 1.833 3.132 2.157 -0.4 -0.3 -0.3
C 1.513 -5.446 -3.022 0.1 -0.2 0.0
C 6.382 -2.469 -2.871 0.2 0.0 0.0
C 4.220 -2.113 -1.858 -0.1 0.0 0.0
C -0.957 -3.684 0.997 0.3 -0.1 -0.3
C -4.633 0.413 -1.555 0.1 0.0 0.0
C -2.017 -5.534 -0.091 -0.2 -0.1 0.1
C -4.536 3.318 1.638 0.1 0.1 0.0
C -4.012 -1.651 -2.632 0.0 -0.2 0.1
C -5.285 -1.336 0.982 -0.1 -0.1 0.0
C -1.761 2.880 1.456 -0.5 0.1 -0.1
C 0.670 -3.039 2.936 0.2 0.1 -0.2
C -4.392 -0.177 3.346 -0.1 -0.2 0.1
C 1.321 -4.177 3.378 0.0 0.0 -0.1
C 1.755 -0.554 -5.965 0.0 0.0 -0.2
C 2.516 0.587 -6.143 -0.1 0.0 -0.1
C 0.880 5.545 3.145 0.1 -0.2 0.0
C -1.782 3.586 -0.951 0.0 -0.3 0.0
C -3.526 -0.335 2.281 0.1 0.0 -0.1
C 6.821 -3.129 -1.738 0.1 -0.1 0.0
C 2.209 5.195 3.383 0.1 0.0 0.0
C 0.525 3.088 -4.041 -0.1 0.0 -0.3
C 2.185 -4.298 -2.625 0.3 -0.2 0.0
C -3.799 2.933 2.750 0.0 0.2 -0.2
C 0.461 3.451 1.976 0.6 0.2 0.2
C -3.980 -0.892 1.098 0.4 0.0 -0.1
C -1.000 0.991 -4.925 -0.1 0.1 0.0
C 3.234 1.102 -5.076 0.1 0.1 0.0
C 0.086 -2.160 3.829 0.0 0.2 -0.2
C 4.036 2.307 0.604 -0.3 -0.1 -0.2
C -2.437 2.701 2.678 0.2 0.0 -0.2
C 0.385 1.932 -3.253 -0.6 -0.6 0.1
C -6.015 3.528 1.759 0.0 0.0 0.0
C 5.094 -1.965 -2.926 -0.1 0.1 -0.2
C 1.380 -4.436 4.737 0.0 0.0 0.0
C 0.033 4.709 2.463 -0.1 -0.1 -0.1
C -2.113 -3.428 1.718 0.1 0.0 0.2
C 3.116 6.123 4.135 -0.1 0.0 -0.1
C -3.227 -4.225 1.520 0.0 0.1 0.1
C 1.501 -3.127 -2.355 -0.2 -0.2 0.0
C -3.185 -5.265 0.604 0.0 0.0 -0.1
C 1.703 -1.169 -4.724 -0.1 -0.3 0.2
C -2.493 3.326 0.340 0.3 -0.1 0.2
C -3.863 3.513 0.441 -0.1 0.0 0.2
C 3.176 0.486 -3.841 0.1 -0.1 0.2
C 0.155 -2.416 5.186 0.0 -0.1 0.0
C 2.411 -0.661 -3.644 0.0 0.0 0.0
C 2.662 3.994 2.865 -0.3 0.2 0.1
C -0.895 -4.753 0.117 0.2 0.2 0.1
C 0.134 -5.420 -3.171 -0.1 -0.1 0.0
C 2.146 0.666 3.925 0.1 0.2 0.0
C 0.801 -3.555 5.639 0.0 0.0 0.1
C -0.568 -4.261 -2.901 0.1 -0.2 -0.2
C -6.156 -1.162 2.044 -0.1 -0.1 0.0
C 0.103 -3.113 -2.483 -0.1 0.4 -0.1
C -5.556 -0.152 -3.694 0.0 0.0 -0.1
C 4.677 -2.775 -0.722 -0.3 0.1 0.1
C -1.669 2.262 3.887 0.0 0.0 -0.1
C -3.908 -0.768 -1.571 0.3 -0.1 -0.1
C -5.461 0.716 -2.618 0.0 0.1 0.0
C 5.962 -3.286 -0.662 0.1 -0.1 0.1
C -0.115 3.185 -5.248 -0.1 -0.4 0.1
C -0.911 2.112 -5.699 0.1 0.2 0.0
C 3.474 -0.775 2.382 0.0 0.1 -0.1
C 3.717 3.480 -0.317 0.0 0.0 0.1
C -5.711 -0.583 3.223 -0.1 0.0 0.1
C -4.838 -1.337 -3.699 -0.2 0.0 -0.1
C 3.187 0.661 2.812 -0.4 -0.1 -0.3
C 4.809 1.225 -0.145 -0.1 0.0 0.1
H -4.558 1.084 -0.712 0.0 0.1 0.1
H -4.923 -2.019 -4.536 0.0 0.0 0.0
H -6.392 -0.457 4.053 -0.1 0.0 0.0
H 5.321 0.561 0.548 0.1 -0.2 -0.1
H 7.827 -3.522 -1.692 0.0 0.0 0.0
H 2.070 -6.350 -3.228 0.0 0.0 0.0
H -1.097 4.429 -0.848 0.1 0.0 -0.1
H -1.565 0.120 -5.217 0.0 -0.1 0.1
H 2.447 0.022 4.750 0.0 -0.1 0.0
H -2.454 1.042 -0.083 -0.1 -0.1 0.1
H 3.130 3.139 -1.165 0.1 0.1 -0.1
H 3.734 -1.391 3.243 0.1 -0.1 0.1
H 2.551 1.073 -7.108 0.0 0.0 -0.1
H 2.680 6.392 5.096 0.1 0.1 0.1
H -2.489 3.790 -1.753 -0.1 0.1 -0.1
H 5.563 1.676 -0.790 0.1 0.0 -0.1
H -6.446 3.856 0.816 -0.1 0.0 -0.1
H 0.857 -3.754 6.698 0.0 0.0 0.1
H -0.013 4.071 -5.855 0.0 0.1 0.0
H 0.506 6.495 3.502 0.0 0.1 0.1
H -4.042 0.261 4.269 0.0 0.0 0.1
H 4.649 2.671 1.440 -0.2 -0.1 -0.1
H 1.207 -0.974 -6.797 -0.1 0.0 0.0
H 4.109 1.148 3.151 -0.1 0.1 -0.1
H 1.206 0.296 3.512 -0.1 0.0 0.1
H -6.188 0.103 -4.532 -0.1 0.0 -0.1
H -0.891 1.551 3.600 0.0 0.0 0.1
H 1.089 -2.052 -4.601 0.0 0.0 0.0
H 2.579 -1.190 1.922 0.0 -0.1 0.0
H -1.644 -4.232 -3.010 0.0 0.0 0.0
H 3.260 7.043 3.568 0.1 0.1 0.0
H -5.620 -1.802 0.067 -0.1 0.0 -0.1
H -4.131 -4.034 2.082 0.0 0.1 0.0
H -7.186 -1.478 1.956 -0.1 0.0 0.0
H 3.265 -4.318 -2.529 0.0 -0.1 0.0
H 1.982 1.671 4.308 -0.1 0.0 0.0
H 7.042 -2.352 -3.721 0.0 0.0 0.0
H 4.765 -1.457 -3.822 0.0 0.0 0.0
H -3.442 -2.567 -2.625 0.1 0.0 0.0
H 4.086 5.663 4.306 0.1 0.0 0.0
H 3.732 0.901 -3.008 0.0 0.0 -0.1
H -4.066 -5.868 0.440 -0.1 -0.1 0.0
H -2.496 -0.013 2.337 0.1 0.1 0.0
H 1.880 -5.324 5.094 0.1 -0.1 0.0
H -0.427 0.032 -3.182 0.0 -0.1 0.0
H -1.184 2.708 -1.215 -0.1 0.3 -0.1
H -0.988 5.010 2.276 -0.1 0.0 0.1
H 4.132 0.629 -0.764 0.1 0.0 0.0
H 3.697 3.723 3.022 0.2 0.0 0.0
H -2.330 1.812 4.625 0.0 0.0 0.1
H 0.025 -4.958 -0.405 0.1 0.0 -0.2
H -6.228 4.276 2.521 -0.1 0.1 0.0
H -1.977 -6.354 -0.793 0.0 -0.1 -0.1
H 3.149 4.245 0.210 0.0 0.1 -0.1
H 3.839 1.988 -5.210 0.1 0.1 0.0
H 1.148 3.877 -3.654 0.0 0.1 0.0
H 4.640 3.930 -0.682 0.1 0.0 0.0
H -0.402 -1.275 3.448 0.0 0.1 0.0
H -4.304 2.814 3.698 -0.1 -0.1 0.1
H -6.502 2.600 2.058 -0.1 -0.1 0.0
H 4.002 -2.901 0.121 0.1 0.0 0.0
H -1.175 3.122 4.340 0.1 0.0 0.1
H -0.290 -1.727 5.888 0.0 0.1 0.1
H -1.436 2.171 -6.638 0.0 -0.1 -0.1
H 1.774 -4.848 2.665 0.1 -0.1 -0.1
H -4.408 3.842 -0.436 -0.1 0.0 -0.1
H -0.395 -6.308 -3.494 0.0 0.0 0.0
H 6.301 -3.812 0.221 0.0 0.0 0.1
H -6.039 1.628 -2.606 0.0 0.1 0.0
H -2.143 -2.626 2.439 0.0 0.1 0.0
H 4.279 -0.835 1.655 0.0 -0.1 0.0
```
Positions in Å, forces in eV/Å.

Record 2
The following is a quantum chemistry calculation of C69H82Ge2MnN2O4S4Si3 as an isolated structure in a non-equilibrium geometry, from the Open Molecules 2025 dataset.

The charge is -1. The value obtained for the relative energy (zero: lowest compared OMol25 entry of this formula, charge and spin) is 0.000 eV. The orbital gap (alpha / beta) is 5.99 / 6.90 eV. Its spin multiplicity is 5. Its total energy is -295392.6180 eV. The largest force on an atom is 1.587 eV Å⁻¹.

Geometry as XYZ:
```
167
Properties=species:S:1:pos:R:3:forces:R:3
Ge 0.698 -3.535 -2.440 0.0 0.4 -0.4
Ge 0.928 -1.020 -4.005 0.0 -0.3 0.2
Mn 0.299 -0.412 -0.327 1.3 0.8 -0.4
S -0.816 -2.471 -3.762 0.4 -0.1 0.2
S 0.657 -2.747 -0.409 0.3 -1.1 0.1
S 2.458 -2.632 -3.570 -0.3 0.0 0.1
S 0.935 0.515 -2.442 0.2 0.1 -0.7
Si 1.705 -0.368 2.776 0.1 -0.2 0.4
Si 3.806 -0.658 0.463 0.3 -0.1 -0.2
Si 2.270 1.977 0.845 -0.1 0.3 -0.1
O -0.601 -0.415 1.436 -0.6 -0.4 1.0
O -7.515 -0.497 0.409 0.0 0.0 -0.1
O -6.690 -0.813 2.367 0.1 0.0 0.0
O -1.519 -0.645 -1.053 -0.5 0.2 -0.5
N -6.564 -0.649 1.161 -0.5 -0.1 0.3
N -0.292 1.950 -0.094 -0.2 0.0 0.1
C 7.450 0.335 -3.632 -0.1 0.0 0.0
C 7.147 -4.220 -3.160 -0.1 -0.1 0.0
C -1.739 -0.777 1.759 0.0 0.3 0.0
C -0.035 -0.160 -6.670 0.0 0.1 0.0
C 3.965 1.265 -4.825 0.0 0.0 0.0
C -1.312 4.190 1.167 0.0 0.0 -0.1
C 1.674 -7.699 -2.772 0.0 0.0 0.0
C 2.132 0.108 0.966 0.1 0.0 0.0
C 0.613 -5.537 -2.528 0.0 0.5 0.1
C -3.826 -0.478 -1.342 -0.3 -0.1 -0.1
C 5.207 1.309 -4.210 0.0 0.0 0.0
C -3.313 -1.976 -6.229 0.0 0.0 0.0
C -4.501 -4.482 -1.752 0.0 0.0 0.0
C 0.458 -8.335 -2.600 0.0 0.0 0.0
C -1.519 -5.557 0.343 0.0 0.0 -0.1
C -2.082 3.486 0.252 0.0 0.0 0.0
C -1.522 1.719 -5.000 0.0 -0.1 0.0
C -4.153 -0.807 1.425 -0.3 0.1 0.1
C -4.048 -1.079 -5.466 0.0 0.0 0.0
C 3.228 -0.333 3.928 0.0 0.1 -0.2
C 4.515 -0.930 -5.701 -0.1 0.0 0.0
C 3.034 2.444 -4.738 0.0 -0.1 0.0
C 3.132 -5.727 -2.862 0.2 0.0 0.1
C -5.068 -0.465 -0.788 -0.1 0.0 0.0
C 0.554 0.860 3.690 0.0 -0.1 -0.3
C -5.247 -0.643 0.604 0.8 0.0 -0.1
C -2.332 -5.549 -4.663 0.0 0.0 0.1
C -2.867 -0.751 0.895 0.0 -0.2 -0.4
C 3.255 -5.669 -0.340 0.0 0.0 -0.1
C -4.028 -4.732 -3.029 0.0 0.0 0.0
C -2.140 0.419 -5.442 0.1 0.0 0.0
C 2.434 0.634 -7.652 0.0 0.0 0.0
C 5.224 0.125 1.475 -0.2 0.1 0.1
C 3.096 2.855 2.313 -0.1 -0.3 0.1
C -1.207 -2.727 -7.371 0.0 0.1 0.0
C 0.486 2.647 0.746 0.1 0.0 0.1
C -2.373 -5.225 -0.851 0.0 0.0 0.0
C 4.364 -0.297 -1.304 -0.2 0.1 0.1
C 5.007 -5.051 -4.201 0.0 -0.1 0.0
C 4.194 -2.151 -6.525 0.0 0.0 0.1
C 2.930 -5.858 -5.367 0.0 0.0 0.1
C 6.112 0.260 -4.317 0.0 0.0 0.0
C 5.741 -4.750 -3.063 0.0 0.1 0.0
C 0.085 0.332 -7.968 0.0 0.0 0.0
C 5.750 -0.848 -5.064 0.0 0.0 0.0
C -3.650 -4.715 -0.674 0.0 0.0 0.0
C 1.766 -6.309 -2.731 -0.1 0.0 0.0
C -3.446 0.111 -5.083 0.0 0.0 0.0
C -1.522 2.380 -0.364 0.0 0.1 -0.1
C -1.412 -0.503 -6.204 -0.2 0.0 0.0
C -0.678 -7.577 -2.388 0.0 0.0 0.0
C 3.609 0.125 -5.563 0.2 0.0 0.0
C -0.009 3.778 1.392 0.1 0.1 0.0
C -5.458 -1.391 -5.040 0.1 0.0 0.0
C 2.340 0.144 -6.349 0.0 0.0 -0.2
C -2.660 -0.625 -0.530 0.1 -0.1 0.3
C -1.918 -5.483 -2.153 -0.1 0.0 -0.1
C 1.099 -0.266 -5.855 -0.2 -0.2 0.5
C 1.143 -2.163 3.083 -0.1 0.2 -0.3
C 3.961 -2.524 0.746 -0.2 0.2 0.1
C -2.748 -5.235 -3.249 0.1 -0.1 0.0
C -5.913 -4.017 -1.519 0.1 0.0 0.0
C 3.862 -5.451 -1.701 0.0 0.1 0.0
C 3.128 2.715 -0.672 0.0 -0.3 0.1
C -2.001 -1.710 -6.598 0.0 0.0 -0.1
C 5.158 -4.965 -1.821 0.0 0.0 -0.1
C -0.618 -6.185 -2.358 0.1 -0.1 0.0
C 1.317 0.725 -8.463 0.0 0.0 0.0
C 3.712 -5.546 -4.121 0.0 -0.1 0.0
H 4.933 -1.138 -1.707 0.0 -0.1 0.0
H 2.385 -5.022 -0.196 0.0 0.0 0.1
H -0.902 2.152 -5.786 0.0 0.0 0.0
H 7.346 0.116 -2.566 0.0 0.0 0.0
H 2.524 -6.871 -5.329 0.0 0.0 -0.1
H 3.749 0.627 3.950 -0.1 -0.1 0.1
H 3.524 -0.120 -1.973 -0.1 -0.1 -0.1
H 7.328 -3.466 -2.393 0.0 0.0 0.0
H 0.636 -2.600 2.225 0.0 -0.1 0.0
H 3.209 -2.914 1.430 0.0 0.0 0.0
H -1.226 -6.609 0.337 0.0 0.0 0.0
H -3.769 -2.912 -6.537 0.0 0.0 0.0
H 0.057 1.547 3.007 0.0 0.0 0.1
H 0.397 -9.416 -2.632 0.0 0.0 0.0
H 4.013 2.332 2.594 0.0 0.1 0.0
H 7.331 -3.771 -4.137 0.0 0.0 0.0
H -4.014 0.822 -4.489 0.0 0.0 0.0
H 5.450 -4.890 -5.179 0.0 0.0 0.0
H -0.878 1.552 -4.130 0.0 0.1 0.0
H -6.095 -0.510 -5.124 0.0 0.0 0.0
H -1.797 -3.627 -7.546 0.0 0.0 0.0
H -2.068 1.826 -1.118 0.0 -0.1 0.1
H -2.454 -4.662 -5.285 0.0 0.0 0.0
H 3.980 -5.444 0.441 0.0 0.0 0.0
H 0.632 4.327 2.072 0.0 0.0 0.0
H 5.101 0.014 2.551 0.2 0.1 -0.2
H -2.959 -6.345 -5.073 0.0 0.0 0.0
H -5.950 -0.333 -1.400 0.0 0.0 0.0
H 2.926 3.787 -0.743 0.0 0.0 0.1
H -5.920 -3.066 -0.990 -0.1 0.1 0.1
H 5.092 -2.525 -7.020 0.0 0.0 0.0
H -3.685 -0.382 -2.412 0.1 0.0 0.0
H 3.555 -5.760 -6.255 0.0 0.0 0.0
H 2.097 2.159 -4.255 0.0 0.0 0.0
H 3.437 -1.937 -7.278 0.0 -0.1 0.0
H -3.094 3.786 0.012 0.0 0.0 0.0
H -1.639 -8.059 -2.243 0.0 0.0 0.0
H 6.450 -1.672 -5.174 0.0 0.0 0.0
H -1.718 5.056 1.676 0.0 0.0 0.0
H -0.230 0.325 4.233 0.0 -0.1 0.0
H -0.311 -3.003 -6.808 0.0 0.0 0.0
H 7.871 -5.026 -3.018 0.0 0.0 0.0
H 2.087 -5.168 -5.461 0.0 0.0 0.0
H -6.457 -4.738 -0.905 0.0 0.0 0.0
H 8.151 -0.384 -4.056 0.0 0.0 0.0
H 3.808 -2.938 -5.875 0.0 0.0 0.0
H -6.448 -3.895 -2.460 0.0 0.0 0.0
H 5.478 2.188 -3.633 0.0 0.0 0.0
H 2.876 -0.540 4.944 -0.1 0.0 0.0
H -2.293 2.437 -4.719 0.0 0.0 0.0
H -1.895 -1.092 2.799 -0.1 0.1 0.1
H -0.881 -2.329 -8.334 0.0 0.0 0.0
H 3.950 -1.111 3.671 -0.1 0.0 0.1
H 3.831 -3.038 -0.205 -0.1 0.0 0.0
H 1.404 1.110 -9.472 0.0 0.0 0.0
H -5.473 -1.713 -3.995 0.0 0.0 0.0
H 2.004 -2.793 3.312 0.0 0.0 0.0
H -4.006 -4.516 0.333 0.0 0.0 0.0
H 3.488 3.249 -4.160 0.0 0.0 0.0
H -0.605 -4.958 0.339 0.0 0.0 0.0
H -4.671 -4.556 -3.887 0.0 0.0 0.0
H 1.115 1.451 4.417 0.0 0.0 0.0
H 2.457 2.895 3.198 0.0 0.0 0.0
H 2.794 2.819 -5.736 0.0 0.0 0.0
H 3.406 0.943 -8.020 0.0 0.0 0.0
H 0.464 -2.210 3.940 0.0 0.1 0.0
H 2.916 -6.701 -0.222 0.0 0.0 0.0
H 5.326 1.192 1.252 0.1 0.0 0.0
H -0.807 0.413 -8.579 0.0 0.0 0.0
H 4.211 2.576 -0.605 0.0 0.0 0.0
H 5.724 -4.741 -0.922 0.0 0.0 0.0
H 4.952 -2.778 1.137 0.0 0.1 0.0
H -2.060 -5.351 1.266 0.0 0.0 0.0
H 7.876 1.335 -3.727 0.0 0.0 0.0
H 4.998 0.592 -1.343 0.0 0.0 0.1
H -4.299 -0.934 2.491 0.0 0.0 0.0
H 3.370 3.876 2.038 -0.1 0.0 -0.1
H 2.782 2.243 -1.592 0.0 0.0 0.0
H 2.577 -8.279 -2.925 0.0 0.0 0.0
H -5.888 -2.189 -5.645 0.0 0.0 0.0
H 6.159 -0.364 1.190 0.0 0.0 -0.1
H -1.293 -5.866 -4.722 0.0 0.0 0.0
```
Positions in Å, forces in eV/Å.